Entry 1:
102
Properties=species:S:1:pos:R:3:forces:R:3 method="wB97M-V/def2-TZVPD" e_above_lowest_ev=2.833 e_homo_ev="-6.53 / -6.04" spin_multiplicity=1 gap_ev="5.29 / 4.67"
C -0.908585 2.717580 3.643320 1.41 -1.29 -1.14
C 3.315096 -2.628900 3.920806 0.36 -0.02 -0.21
C -1.480315 -2.449880 -5.197085 -0.03 0.08 0.05
H 1.482939 -3.756351 1.122437 0.09 -0.08 -0.02
Ge -0.268994 0.026514 -1.870176 -0.70 0.04 -1.09
C -3.528128 -0.595681 -5.367564 -0.08 0.04 -0.05
C -3.345635 -1.516403 -6.385407 -0.08 0.00 -0.03
H 1.945624 -2.206327 -4.066121 0.02 0.09 -0.12
C 4.283823 -2.040800 1.811988 -0.59 0.29 -0.42
C -1.927705 0.273262 -0.629698 0.56 0.12 -0.38
C 2.837829 -2.744350 -2.174973 -0.56 0.37 0.47
H -4.564912 -0.163851 1.751867 0.01 -0.08 -0.01
C -0.273080 -1.617601 3.807114 0.57 -0.59 0.62
H -2.954535 0.905136 3.277122 0.07 -0.05 0.06
C 1.312866 1.509373 2.343158 0.89 0.11 0.77
S 3.053690 1.341858 -1.600576 -0.45 0.18 -0.53
C -5.611049 1.656015 1.346983 -0.20 -0.02 -0.20
H 1.182055 -4.754112 -0.292773 0.14 -0.02 -0.08
Br -6.799759 0.842459 0.095860 0.19 0.12 0.25
H 1.005200 2.031141 -3.067568 -0.06 -0.12 0.05
H 5.396217 3.595048 2.303934 0.09 -0.02 0.06
C 2.056759 -2.120415 3.530371 0.09 0.01 -0.32
H 4.998018 0.080747 0.010109 -0.06 0.43 -0.10
Cl 5.646551 -2.030319 0.740833 0.12 -0.13 0.03
H -1.177006 -1.606631 4.395902 -0.08 0.03 0.03
H 4.085489 2.431066 2.654888 0.17 -0.03 0.00
H 3.734299 -2.500294 -1.607351 -0.06 -0.08 0.14
C -4.874040 3.599229 2.520916 0.57 -0.08 0.23
H -3.809280 0.126251 -1.684286 -0.13 -0.01 -0.08
H -0.381230 -3.668435 -2.925594 -0.13 -0.28 -0.18
H 1.990426 1.030497 4.327017 0.07 0.01 -0.04
N -3.091522 3.468556 4.084372 0.75 0.57 1.56
C -1.230174 3.761649 0.042365 -0.27 0.30 0.92
H -0.963930 -3.092466 1.120490 -0.14 -0.02 -0.05
H -1.211470 -4.149088 -0.274684 -0.16 0.04 -0.01
H 2.950976 -0.936250 -3.342766 -0.02 0.03 -0.13
N -1.900413 3.248045 4.394350 -1.15 1.27 1.19
C 0.859423 -3.856300 0.236015 0.24 0.76 -0.42
C -1.665323 -1.544709 -4.151782 -0.19 0.04 -0.32
H -4.324573 0.132931 -5.424480 -0.06 0.05 -0.04
N 0.781357 -1.078938 1.714584 -0.59 -0.56 1.67
H -6.517877 3.591617 1.156913 -0.04 -0.01 -0.01
C 2.860920 -2.010943 -3.506683 -0.07 -0.04 0.07
C -5.740316 3.009016 1.629447 -0.12 -0.22 -0.27
O 2.316441 0.996052 1.655181 0.32 1.21 2.52
N 4.914803 1.068227 0.254064 -0.47 0.10 -0.08
H 5.850458 0.877857 2.118438 -0.04 0.02 -0.07
H -2.815025 0.120500 -3.484709 -0.06 0.06 0.01
H -0.029856 2.994266 -1.557224 -0.01 -0.17 -0.02
H -4.966484 4.647255 2.762111 -0.05 0.10 0.10
C -0.770154 2.847681 2.215152 0.34 -0.54 0.39
H -1.532627 2.634471 -3.339649 -0.16 0.11 0.02
H -3.773828 -0.743117 -0.167396 -0.15 -0.06 0.06
H -2.170883 1.321058 -0.448586 0.12 -0.06 0.05
C -0.246122 2.950724 -0.499589 0.62 -0.48 -0.03
C 3.074590 -1.504361 1.362008 0.81 -0.39 0.08
Ti 1.427466 0.167192 0.220699 -2.28 -0.17 -4.05
C 4.407408 -2.589144 3.081534 -0.45 -0.09 0.40
C 3.959062 1.810514 -0.293781 0.99 0.05 0.34
N 0.478095 2.102601 0.229888 -0.79 1.09 0.38
C 0.129285 2.088998 4.356964 -0.93 0.55 -0.33
C 4.805003 2.774657 1.910815 -0.36 0.15 -0.09
Cl 3.480619 -3.367992 5.476024 0.05 -0.04 0.20
O 2.906855 -0.963891 0.174110 2.03 -1.45 0.98
H -1.224082 -0.719808 2.119893 0.10 0.06 -0.05
Ge 1.147957 -2.323345 -1.100509 -0.05 -1.31 -0.72
C 0.286425 2.131546 1.588221 -0.71 0.73 -0.29
C -0.219608 -2.686376 -2.498978 0.36 0.39 0.64
H -0.477302 2.881092 -4.733214 -0.06 0.15 -0.10
C -0.606356 -3.989330 0.615734 0.08 0.03 -0.04
C -2.311193 -2.433714 -6.299852 0.00 -0.10 -0.09
H 6.618395 2.019672 0.990985 -0.13 -0.08 0.09
C 1.952592 -1.573495 2.227301 0.04 -0.38 0.45
C -3.727210 1.494861 2.805441 0.17 0.50 0.27
C 0.221718 1.349109 -3.401476 -0.18 -0.37 0.81
H 0.952704 -2.496225 5.346395 -0.05 -0.08 0.04
C -2.685402 -0.603268 -4.272764 0.09 -0.16 0.10
C 5.655610 1.637095 1.358368 0.36 0.20 0.17
H 5.356515 -2.988900 3.400380 0.06 -0.07 0.06
H 0.033200 2.045448 5.431027 -0.03 0.10 0.13
H -4.003473 -1.520303 -7.240307 -0.06 0.03 -0.12
H 2.826380 -3.821630 -2.348358 -0.08 -0.12 0.10
H -1.563853 -0.141783 0.317339 0.01 0.12 -0.07
C -0.299057 -1.119567 2.518158 0.31 0.19 -0.91
C -0.901029 2.128953 -4.069154 0.15 -0.07 -0.01
C -1.517085 3.700714 1.398827 0.05 0.11 -0.88
H -0.667694 -3.157653 -5.141414 0.10 -0.09 0.00
C -4.627069 0.893631 1.954211 -0.20 -0.06 -0.21
C -0.802595 -1.581254 -2.971876 0.53 0.31 0.77
C 1.217807 1.511306 3.742018 0.49 -0.24 -0.77
H -2.936004 -1.405417 -1.564645 -0.11 -0.10 -0.02
H -1.520164 1.467734 -4.665376 -0.12 0.12 -0.05
C -3.828418 2.864381 3.104584 -0.85 -1.02 -1.57
H 0.681827 0.674455 -4.128511 0.06 -0.04 0.05
H -0.759546 -4.832684 1.287542 -0.09 -0.10 0.08
H -1.780863 4.429084 -0.601096 0.00 0.09 -0.07
S 3.829785 3.375227 0.484251 0.23 -0.25 -0.06
H -2.277365 4.339247 1.819505 -0.05 0.01 -0.02
H -2.148247 -3.143068 -7.097097 -0.01 -0.07 -0.11
C 0.901409 -2.126124 4.334777 -0.57 0.42 -0.32
C -3.182210 -0.483689 -1.041309 0.15 -0.07 0.04
H 3.708689 -2.338417 -4.108670 0.06 0.06 -0.12

Entry 2:
54
Properties=species:S:1:pos:R:3:forces:R:3 method="wB97M-V/def2-TZVPD" e_above_lowest_ev=0.000 e_homo_ev="-16.17 / -16.21" spin_multiplicity=3 total_charge=+3 gap_ev="4.13 / 4.45"
P 0.267320 2.406248 0.377641 -0.30 1.74 -0.84
H 0.715433 -1.028697 2.941475 0.03 -0.75 0.07
H 1.772942 -2.999508 -1.342844 -0.07 -0.01 0.33
H 0.134783 0.126660 -4.882849 -1.46 -0.17 1.14
H -1.215846 -3.472099 2.166070 -0.05 -0.25 0.15
H -1.297846 -4.059549 -0.795322 0.25 0.55 0.01
H -0.258760 -4.719890 1.290791 -0.02 -0.02 0.25
H 1.552819 -0.102325 4.135325 0.30 0.03 -0.05
H -0.645608 2.577360 -1.920605 -0.09 0.06 0.55
H 1.885893 2.729482 -1.405235 -0.05 0.10 0.34
H -2.075661 -2.467622 -0.508048 0.35 -0.32 -0.37
P 0.165392 -2.555126 0.451267 -0.35 -1.23 -1.18
H -1.169031 -0.059524 6.406911 0.74 0.03 -0.16
C -0.962292 2.909867 -0.916453 -0.46 -0.86 0.28
H -1.078887 3.377836 2.124954 0.09 0.26 0.06
H -0.655279 1.023137 -3.505238 0.45 -0.03 -0.46
C -4.100041 0.151969 3.390633 0.34 -0.07 0.07
H -0.082341 4.613751 1.268226 0.01 -0.22 0.21
H -2.518799 -0.013531 1.975350 0.88 0.05 -0.06
H 0.671167 3.507005 2.483268 -0.12 0.29 0.01
H 0.524867 -3.669228 2.532491 -0.05 -0.32 0.14
H -0.833400 -2.630144 -1.822859 -0.15 -0.14 0.55
H -2.916558 -0.859483 6.261850 -0.21 0.49 -0.50
C -1.680339 0.019852 3.748313 -1.86 0.05 1.70
C 0.657522 -0.083905 3.524496 -0.78 -0.30 2.58
H 0.394161 -0.871451 6.076674 -0.23 0.73 0.19
C -3.237619 0.069521 5.745771 -0.45 0.02 0.84
C 1.671231 -3.277094 -0.286146 0.38 0.71 0.14
H 2.552720 -2.918337 0.259003 -0.04 -0.25 -0.18
Mo 0.112243 -0.087556 1.312057 -0.37 0.13 -3.16
C -1.133231 -2.963808 -0.813843 -0.21 0.77 0.43
H 1.597947 -4.369231 -0.197785 -0.06 0.27 0.04
C -0.094066 3.609233 1.708094 -0.05 -0.79 0.16
I 1.934116 1.066166 -3.804889 2.62 0.59 0.90
N -2.921235 0.079342 4.303324 1.34 -0.03 -0.55
C -0.232642 0.014738 5.849498 0.33 -0.03 0.45
H 0.263015 0.984049 6.072579 -0.18 -0.77 0.09
H -4.337238 0.114262 5.824431 0.66 -0.05 0.06
N -0.505886 -0.037107 4.410939 0.49 0.08 -1.72
C 1.768622 3.111635 -0.380316 0.52 -0.93 0.22
H -1.070267 4.014273 -0.915641 0.23 -0.62 0.18
H -4.997005 0.273190 4.037991 0.64 -0.11 -0.91
N -1.576083 0.002105 2.398612 -0.21 -0.17 -1.16
H 2.645999 2.820435 0.205911 0.04 0.26 -0.17
H -0.424564 -0.679147 -3.341463 2.13 0.98 -0.26
H 1.659666 4.205446 -0.390425 -0.09 -0.32 0.09
H -4.146664 -0.792902 2.801537 -0.37 0.61 0.39
C 0.097757 0.260777 -3.763146 -3.81 -1.34 -2.15
H -1.931998 2.450736 -0.653994 0.23 0.34 -0.37
Cl 0.865119 -0.155094 -0.975360 -0.43 0.05 1.44
H 0.774913 0.811668 2.891979 0.17 1.10 0.09
H -2.844848 0.955216 6.286322 -0.22 -0.46 -0.48
C -0.239932 -3.734618 1.759473 0.02 0.70 0.22
H -3.966585 1.028616 2.721703 -0.49 -0.42 0.39